{"formula": "C34H86N7O14", "method": "the ωB97M-V functional and the def2-TZVPD basis", "homo_lumo_gap_ev": 6.12, "spin_multiplicity": 1, "fmax_ev_per_a": 2.91, "total_charge": -1, "total_energy_ev": -75734.7728, "species": ["N", "O", "O", "O", "C", "O", "C", "C", "N", "C", "C", "O", "C", "H", "H", "H", "H", "H", "H", "H", "H", "H", "H", "H", "H", "H", "H", "H", "C", "O", "C", "C", "N", "C", "C", "O", "C", "H", "H", "H", "H", "H", "H", "H", "H", "H", "H", "H", "H", "H", "H", "H", "C", "O", "C", "C", "N", "C", "C", "O", "C", "H", "H", "H", "H", "H", "H", "H", "H", "H", "H", "H", "H", "H", "H", "H", "C", "O", "C", "C", "N", "C", "C", "O", "C", "H", "H", "H", "H", "H", "H", "H", "H", "H", "H", "H", "H", "H", "H", "H", "C", "O", "C", "C", "N", "C", "C", "O", "C", "H", "H", "H", "H", "H", "H", "H", "H", "H", "H", "H", "H", "H", "H", "H", "C", "C", "C", "O", "C", "N", "H", "H", "H", "H", "H", "H", "H", "H", "H", "H", "H"], "xyz": [[-4.980500, 19.902020, -2.668960], [-4.614270, 20.769940, -3.448040], [-4.224840, 19.020830, -2.246650], [-6.185230, 19.820360, -2.478260], [-0.750810, 22.695510, -0.953400], [-0.706640, 23.390340, -2.245600], [-0.908110, 24.781080, -2.195220], [-1.212130, 25.348070, -3.565260], [-0.179450, 25.006320, -4.523510], [-0.423990, 25.665730, -5.816540], [-1.509670, 24.947370, -6.727340], [-1.022630, 23.769030, -7.324670], [-1.931540, 23.214240, -8.261410], [-1.751660, 22.536540, -0.552000], [-0.113280, 23.229720, -0.248930], [-0.449890, 21.655790, -1.081970], [0.044620, 25.201000, -1.872580], [-1.658600, 25.026110, -1.443680], [-1.252570, 26.433490, -3.474060], [-2.216140, 25.063440, -3.879960], [0.762230, 25.048560, -4.160800], [0.519490, 25.720970, -6.359590], [-0.658350, 26.716650, -5.646980], [-1.625820, 25.665510, -7.539060], [-2.499240, 24.807930, -6.292130], [-2.823720, 22.803330, -7.788900], [-1.468960, 22.341140, -8.721650], [-2.112280, 23.943060, -9.051520], [-9.115000, 17.670400, 3.704800], [-8.955500, 17.969790, 2.324300], [-9.735200, 19.006420, 1.809890], [-9.529060, 20.486510, 2.265400], [-8.148410, 20.931070, 2.168440], [-7.926610, 22.374330, 2.303530], [-6.428500, 22.609310, 2.739510], [-6.336330, 23.909220, 3.362310], [-5.261890, 24.072330, 4.230870], [-10.150430, 17.526690, 4.013550], [-8.668140, 18.463060, 4.304890], [-8.609890, 16.740120, 3.964690], [-10.785420, 18.716790, 1.774670], [-9.468880, 18.980310, 0.753250], [-9.781070, 20.604890, 3.319240], [-10.166740, 21.168190, 1.702570], [-7.975900, 20.566560, 1.242440], [-8.470910, 22.741720, 3.173510], [-8.221580, 22.888310, 1.388690], [-5.876740, 22.638360, 1.799920], [-6.134100, 21.759960, 3.355990], [-5.101250, 25.142720, 4.359560], [-4.324400, 23.686790, 3.830160], [-5.494620, 23.699940, 5.228500], [0.746150, 18.464220, -13.446230], [0.822900, 17.623710, -12.313990], [1.604010, 18.131290, -11.228440], [1.513590, 17.259890, -9.957140], [0.250300, 17.450360, -9.246710], [-0.860080, 16.903930, -9.968580], [-2.151520, 16.811480, -9.168540], [-2.874540, 18.037390, -9.309790], [-4.137530, 18.015030, -8.669910], [0.251810, 17.972410, -14.283990], [1.777960, 18.693260, -13.712700], [0.216250, 19.355500, -13.110190], [1.293640, 19.157600, -11.032330], [2.663550, 18.151540, -11.483500], [2.324190, 17.471180, -9.259730], [1.571820, 16.234330, -10.321740], [0.377380, 16.895330, -8.412500], [-0.588250, 15.939190, -10.396950], [-1.065120, 17.646630, -10.739590], [-1.944560, 16.645870, -8.111250], [-2.790230, 16.050010, -9.616100], [-4.090180, 17.930320, -7.584240], [-4.804800, 17.232000, -9.030060], [-4.674150, 18.949250, -8.835370], [-2.418140, 16.816350, 3.520540], [-1.639400, 15.625320, 3.465620], [-0.695100, 15.584760, 4.542060], [0.282750, 14.380500, 4.285810], [1.177250, 14.594760, 3.108300], [2.090950, 15.771660, 3.114060], [3.031510, 15.861920, 4.316360], [2.337640, 16.560450, 5.382100], [3.101450, 17.012650, 6.488900], [-1.702580, 17.638390, 3.502460], [-2.940480, 16.902660, 4.473340], [-3.125670, 17.026470, 2.718440], [-1.236280, 15.335310, 5.454750], [-0.112930, 16.477740, 4.769600], [-0.239320, 13.436760, 4.127990], [0.848170, 14.221540, 5.204030], [1.667010, 13.771770, 2.787480], [1.491250, 16.679480, 3.048360], [2.666150, 15.669450, 2.193840], [3.972250, 16.308250, 3.994020], [3.288820, 14.831240, 4.560460], [3.789200, 17.748300, 6.071860], [3.738940, 16.204460, 6.847420], [2.437190, 17.348370, 7.285230], [-5.376790, 11.903350, -4.789250], [-5.252070, 12.817220, -3.681140], [-6.439810, 13.200230, -3.093500], [-6.756920, 12.347250, -1.839680], [-6.022900, 12.721500, -0.635080], [-6.127270, 11.639400, 0.349560], [-5.274920, 10.373440, -0.073090], [-4.083630, 10.685700, -0.740410], [-3.415370, 9.522090, -1.226190], [-5.879440, 10.995350, -4.456120], [-4.404910, 11.695500, -5.236840], [-6.056080, 12.421370, -5.466240], [-7.229500, 13.108000, -3.839150], [-6.338080, 14.252700, -2.828820], [-6.603210, 11.337410, -2.220060], [-7.813100, 12.540830, -1.652290], [-6.456330, 13.562110, -0.280670], [-7.178970, 11.424310, 0.538700], [-5.647250, 12.026790, 1.248230], [-5.855310, 9.709080, -0.713300], [-5.038930, 9.821070, 0.836460], [-2.668160, 9.924610, -1.910110], [-4.023980, 8.872400, -1.855150], [-2.941220, 8.795310, -0.566590], [-9.303670, 23.597420, -5.592730], [-9.580860, 24.760220, -4.670200], [-11.034120, 24.771110, -4.225270], [-11.976270, 24.951420, -5.316970], [-13.322280, 24.930590, -4.943610], [-8.631920, 24.530650, -3.515540], [-10.019120, 23.429410, -6.397710], [-9.355500, 22.676080, -5.012600], [-8.336960, 23.620530, -6.095770], [-9.329700, 25.644070, -5.256580], [-11.169730, 25.627330, -3.564520], [-11.199620, 23.891880, -3.602640], [-13.666820, 25.683120, -4.234320], [-13.766020, 24.030830, -4.517430], [-13.927120, 25.188480, -5.812960], [-9.016000, 23.667940, -3.157340], [-7.789030, 24.134340, -3.906140]], "forces_ev_per_angstrom": [[-0.4, -1.2, -1.5], [1.8, 1.7, -0.8], [1.0, -0.2, 0.8], [-2.5, -0.3, 1.5], [-0.1, 0.5, -1.2], [-0.5, -1.5, 0.9], [0.5, -0.5, 0.4], [0.4, -0.1, 0.4], [-1.1, -0.2, -1.0], [0.1, -1.5, 0.4], [1.3, 1.2, -0.2], [0.2, -0.4, 0.4], [0.7, -0.3, 0.2], [-0.4, 0.8, -0.1], [0.1, -0.1, 0.2], [0.6, 0.3, -0.4], [0.3, 0.5, 0.3], [-0.3, 0.3, -0.1], [-0.2, 0.5, 0.3], [0.2, -0.5, -0.3], [-0.2, 0.2, -0.1], [0.0, -0.4, -0.3], [-0.7, 0.3, -0.2], [-0.4, 0.4, -0.3], [0.1, -0.1, 0.5], [-0.4, 0.5, 0.1], [0.4, 0.1, 0.1], [-0.5, 0.1, -0.1], [0.2, 0.4, -0.1], [0.3, -0.5, 1.1], [0.1, 0.9, -1.3], [0.0, -0.3, 1.7], [-0.2, -1.0, -0.5], [1.0, -0.8, 0.9], [-1.4, 0.8, -1.3], [-0.6, -0.9, -0.5], [0.2, 0.7, 0.2], [-0.4, 0.2, -0.2], [0.0, 0.1, 0.2], [0.2, 0.0, -0.5], [-0.4, 0.2, 0.6], [0.2, 0.1, -0.2], [-0.5, -0.1, 0.2], [-0.6, -0.3, -0.3], [1.4, 0.6, -0.4], [-0.5, 0.0, -0.2], [0.2, 0.5, 0.1], [0.6, -0.2, 0.2], [0.1, 0.2, 0.3], [-0.1, 0.2, -0.1], [0.1, -0.4, 0.1], [0.2, -0.5, 0.1], [0.7, 0.1, 1.2], [0.0, -1.3, 0.5], [0.1, 0.1, 0.1], [-1.2, 0.6, -1.1], [1.0, -0.1, 1.0], [-0.8, 0.8, -0.3], [-0.2, 0.8, -0.4], [-0.1, 0.1, 0.2], [-0.2, 0.3, 0.3], [-0.1, -0.1, 0.3], [0.0, 0.4, -0.5], [-0.1, 0.4, -0.6], [-0.1, 0.2, 0.3], [0.2, 0.1, -0.5], [0.1, 0.1, -0.3], [0.4, -0.5, 0.0], [-0.2, 0.1, 0.5], [-0.2, -0.3, -0.3], [-0.2, -0.5, -0.5], [-0.1, -0.4, 0.2], [0.1, -0.5, 0.3], [0.4, -0.2, 0.2], [0.1, -0.4, -0.2], [0.4, 0.2, -0.3], [1.0, 0.7, 0.6], [0.1, 0.5, 0.1], [0.1, -2.3, -0.7], [0.5, 0.9, -0.8], [-0.3, 1.0, 0.5], [-0.9, -1.1, 0.3], [-0.7, 0.2, 0.1], [-0.1, -0.6, -0.6], [0.7, -0.8, -1.3], [0.0, 0.4, 0.0], [-0.3, -0.2, 0.2], [0.2, -1.0, -0.3], [-0.1, 0.0, 0.3], [-0.2, 0.4, -0.6], [-0.4, 0.2, -0.2], [0.2, 0.2, 0.3], [-0.2, -0.1, 0.3], [0.1, 0.1, 0.0], [0.1, 0.2, 0.0], [0.1, 0.7, 0.3], [0.0, -0.2, 0.7], [0.0, 0.6, 0.6], [0.0, -0.2, 0.4], [0.1, 0.2, -0.3], [-0.9, 1.2, 1.2], [2.0, -0.8, -1.0], [-0.2, 0.0, 0.8], [-0.5, 1.4, -1.2], [0.2, -1.2, -0.8], [1.9, 0.5, -0.6], [-1.0, 0.4, 0.3], [0.4, -0.7, 0.2], [0.1, 0.7, -1.2], [0.2, -0.4, -0.1], [-0.1, 0.2, 0.2], [0.1, -0.3, -0.7], [-0.5, 0.0, 0.1], [-0.1, 0.1, 0.1], [0.1, -0.3, 0.8], [-0.6, -0.6, -0.1], [0.2, 0.1, 0.2], [-0.1, -0.7, 0.2], [-0.3, 0.0, 0.2], [-0.3, -0.1, -0.1], [-0.1, -0.2, 0.3], [0.2, -0.1, 0.2], [-0.8, 0.2, -0.1], [0.0, 0.6, 1.0], [-0.7, -1.2, -1.0], [1.1, -1.0, -1.0], [-0.2, 1.2, 0.3], [0.9, -0.8, 0.8], [-1.2, 0.6, -0.1], [-1.5, 0.6, -0.3], [-0.3, 0.4, -0.1], [0.2, -0.2, 0.1], [0.2, 0.2, 0.3], [-0.1, 0.5, 0.6], [0.0, 0.1, 0.3], [-0.5, -0.5, -0.3], [0.8, 0.6, 0.5], [0.7, -0.7, -0.2], [0.3, -0.3, -0.4], [-0.2, -0.2, 0.9], [0.5, 0.4, -0.3]]}